1.
The following is a quantum chemistry calculation of H30O19V2 as an isolated structure, from the Open Molecules 2025 dataset.

Structure (XYZ):
```
51
Properties=species:S:1:pos:R:3
O -6.12750 24.31657 -21.02878
V -4.95604 25.43440 -20.97606
O -4.70253 25.48387 -19.33980
O -2.94967 26.26198 -18.11654
V -3.98774 25.11434 -17.70091
O -3.08784 23.92024 -18.30536
O -0.97824 24.86564 -17.26393
H -0.67763 25.65409 -16.83951
H -0.29523 24.18752 -17.18314
O -5.08825 21.57004 -19.12259
H -4.16261 21.22946 -19.10324
H -5.15996 21.67831 -20.05382
O -3.40585 26.95005 -21.15092
H -2.76680 26.52503 -21.75377
H -2.92994 27.33425 -20.39201
O -5.59016 23.81255 -17.57763
H -5.50510 22.94160 -17.92253
H -6.40552 24.18056 -17.98393
O -7.51579 25.30493 -18.83305
H -7.99274 24.57358 -18.53924
H -8.06898 25.98732 -18.49280
O -3.51931 23.83560 -20.87250
H -3.46856 23.08602 -21.51665
H -2.63549 23.78182 -20.49758
O -1.51447 22.20424 -18.26189
H -2.06340 22.99504 -18.44016
H -2.12014 21.52413 -18.54128
O -6.12631 27.17844 -20.92702
H -6.11441 27.75711 -20.13124
H -7.03233 27.04163 -21.21670
O -1.14602 25.10649 -19.81792
H -1.24662 25.20333 -18.85897
H -0.44599 24.47237 -19.82417
O -4.87688 25.01735 -23.06112
H -4.14303 24.79773 -23.59329
H -5.41051 24.24087 -23.35230
O -3.40917 24.81468 -15.76122
H -3.96478 25.04234 -15.01560
H -2.78933 24.15794 -15.38419
O -1.69639 28.02706 -18.87343
H -2.14363 27.23445 -18.51410
H -2.14437 28.74516 -18.38966
O -8.59927 25.76715 -21.20376
H -8.44214 25.43014 -20.30650
H -8.57182 25.00358 -21.77815
O -5.35224 26.52909 -16.98492
H -6.09654 26.43660 -16.37296
H -5.63141 27.14556 -17.63445
O -7.36547 22.35165 -21.10016
H -7.61726 22.22198 -22.06619
H -6.81746 23.13591 -21.08245
```

Energy above the lowest of the compared OMol25 structures with the same formula, charge and spin   12.69 kcal per mole
LUMO   -8.71 eV
Total charge   +2
Kohn-Sham gap   7.27 eV

Here are the Mulliken charges for atoms 1 to 8, given in e: -0.541, 0.053, 2.521, -0.586, -0.319, -0.130, -0.494, 0.255


2.
The following is a quantum chemistry calculation of C20H20I2N4O2PSTc as an isolated structure, from the Open Molecules 2025 dataset.

Structure (XYZ):
```
51
Properties=species:S:1:pos:R:3
Tc -0.68861 0.76582 0.79616
N -1.19728 5.12496 0.99531
C -1.20088 3.82839 0.66701
S -1.70397 2.66157 1.90028
N -0.86287 3.43430 -0.51651
N -0.93463 2.10040 -0.74512
C -1.23188 1.77450 -1.97507
C -1.65411 0.48147 -2.38835
C -1.72119 0.16423 -3.75487
C -2.20286 -1.04987 -4.18191
C -2.68538 -1.97435 -3.24989
C -2.69130 -1.67972 -1.91049
C -2.16165 -0.46153 -1.42837
O -2.15644 -0.22613 -0.16694
H -1.68527 5.40184 1.83085
H -1.09027 5.80389 0.25761
H -1.23713 2.57609 -2.70949
H -1.36893 0.89261 -4.47020
H -2.21406 -1.29411 -5.23284
H -3.06265 -2.92687 -3.59119
H -3.07548 -2.37620 -1.18099
I -1.11858 -2.76383 4.45947
C -0.36715 -2.97997 2.51462
C 0.00645 -4.21315 1.99860
C 0.52665 -4.32323 0.72639
I 1.05673 -6.24176 0.02838
C 0.70780 -3.18120 -0.08747
C 1.26841 -3.16983 -1.37815
C 1.42520 -1.97700 -2.03847
C 0.98637 -0.79206 -1.44519
N 0.43160 -0.76955 -0.24893
C 0.29776 -1.92796 0.43615
C -0.26476 -1.81064 1.74972
O -0.59072 -0.65029 2.18463
H -0.11466 -5.09507 2.60871
H 1.58031 -4.09195 -1.84239
H 1.86693 -1.94587 -3.01985
H 1.07656 0.15033 -1.96818
C 2.51889 2.47884 0.56316
P 1.40877 1.56887 1.69579
C 1.37065 2.57561 3.21565
C 2.45914 0.17722 2.24232
H 3.44372 2.73068 1.08154
H 2.03101 3.38969 0.21840
H 2.74874 1.85114 -0.29794
H 2.38485 2.82741 3.52168
H 0.89419 1.97956 3.99368
H 0.79003 3.48350 3.07080
H 3.38185 0.56655 2.67010
H 2.69743 -0.47337 1.40284
H 1.92264 -0.39396 2.99893
```

Expectation value of S²   3.782
LUMO (alpha / beta)   -3.38 / -4.60 eV
2S+1   4
Total charge   +1
Kohn-Sham gap (alpha / beta)   7.15 / 6.07 eV

Here are the Mulliken charges for atoms 1 to 8, given in e: 0.582, -0.417, 0.559, -0.241, -1.221, 1.089, -0.591, 0.314